Entry 1:
{
  "formula": "C6H7HgO6",
  "method": "ωB97M-V/def2-TZVPD",
  "homo_ev": [-7.46, -8.33],
  "orbital_gap_ev": [7.87, 7.00],
  "multiplicity": 2,
  "relative_energy_kj_mol": 126.0,
  "total_energy_ev": -22791.4198,
  "molar_mass_g_mol": 375.71,
  "symbols": ["Hg", "C", "H", "H", "O", "C", "C", "H", "H", "C", "O", "O", "O", "H", "H", "C", "C", "O", "H", "O"],
  "coordinates": [[-0.25692, 2.63960, 0.58110], [2.32855, 0.62257, 1.33137], [-1.65752, -1.96862, -3.67243], [4.30794, -1.61796, 2.45037], [1.70749, 1.21468, 0.43102], [-1.92905, 0.79717, 0.68925], [-2.40231, 0.50336, -1.76211], [-2.67522, 1.22938, -2.54041], [-1.20678, -1.27615, -1.55027], [3.51002, -0.88824, 2.38596], [3.22486, -0.34009, 1.14962], [-2.74183, -0.07921, 0.88320], [-1.77283, 1.20983, -0.71027], [2.34490, -0.61385, 4.26135], [-0.53945, -0.07034, -2.68163], [2.68058, -0.33792, 3.26925], [-1.47103, -0.55117, -2.33804], [-2.14137, -1.18192, -3.40970], [-3.32062, 0.02621, -1.39004], [2.01059, 0.68267, 2.62239]],
  "lowdin_spin": [0.47, 0.01, 0.00, 0.00, 0.07, 0.23, 0.00, 0.00, 0.00, 0.00, 0.00, 0.10, 0.10, 0.00, 0.00, 0.00, 0.00, 0.00, 0.00, 0.00]
}

Entry 2:
{
  "formula": "C3H10BrNSi",
  "method": "ωB97M-V/def2-TZVPD",
  "homo_ev": [-7.77, -8.85],
  "orbital_gap_ev": [7.54, 8.02],
  "multiplicity": 1,
  "relative_energy_kj_mol": 327.6,
  "total_energy_ev": -82679.9829,
  "molar_mass_g_mol": 168.11,
  "symbols": ["H", "Br", "C", "H", "H", "H", "H", "C", "H", "N", "H", "H", "H", "C", "H", "Si"],
  "coordinates": [[-0.10162, -0.18087, -2.06905], [-0.90283, -1.60736, 2.85544], [0.32188, 0.35649, -1.21201], [1.08822, -1.31153, 0.03718], [1.87105, -0.94323, -1.49116], [1.01106, 1.32269, -1.44662], [2.09993, 0.12775, -0.01919], [-0.32673, 1.41434, 0.77538], [-0.63936, -2.80183, -0.07755], [-0.74984, 0.75559, -0.39914], [-0.70767, 2.50975, 0.68517], [-2.93057, -2.52272, 0.72082], [-0.98248, 0.97525, 1.49463], [1.42162, -0.50686, -0.60651], [0.80779, 1.21427, 0.93094], [-1.54970, -1.97588, 0.66544]],
  "nbo_charge": [0.20, -0.35, -0.28, 0.20, 0.22, 0.20, 0.21, -0.49, -0.19, -0.30, 0.23, -0.17, 0.23, -0.63, 0.18, 0.74]
}

Entry 3:
{
  "formula": "C40H49As2BBaIN5O6S",
  "method": "ωB97M-V/def2-TZVPD",
  "charge": -2,
  "homo_ev": -1.98,
  "orbital_gap_ev": 5.67,
  "multiplicity": 1,
  "relative_energy_kj_mol": 6.2,
  "total_energy_ev": -203998.3240,
  "molar_mass_g_mol": 1152.82,
  "symbols": ["C", "C", "H", "H", "H", "H", "As", "C", "O", "C", "C", "H", "C", "N", "C", "C", "H", "As", "C", "S", "H", "H", "H", "H", "H", "C", "H", "H", "H", "C", "H", "C", "C", "H", "H", "C", "C", "H", "N", "H", "H", "C", "O", "C", "C", "H", "H", "H", "H", "O", "H", "C", "O", "C", "H", "H", "C", "C", "C", "H", "C", "H", "H", "H", "H", "O", "C", "H", "H", "H", "N", "N", "C", "C", "B", "C", "H", "C", "H", "Ba", "C", "N", "C", "H", "C", "H", "C", "C", "H", "C", "C", "O", "H", "C", "I", "H", "H", "H", "C", "H", "C", "C", "H", "H", "H", "H"],
  "coordinates": [[3.46789, -3.62006, 2.06801], [-2.38729, -2.27465, 3.92190], [-1.36089, -2.61205, 4.05680], [3.51563, 0.30437, 1.16341], [-1.09745, -3.62949, 1.32239], [-2.52953, -3.61823, 0.28502], [-4.52317, 0.95450, 1.16881], [-1.79409, 4.16303, 2.07487], [-0.50277, 2.29863, -1.84960], [1.53164, -3.38818, 0.05115], [1.49055, -2.43502, 1.06316], [-0.71369, -3.89756, -4.67859], [-3.66092, -2.08952, -2.42852], [1.12232, -1.26029, -3.26335], [2.46010, -2.60404, 2.10410], [-1.94744, 3.50089, -0.33886], [-7.00656, 1.79126, 1.48609], [-2.59207, -1.75972, 2.03096], [-5.06216, 1.12922, -0.71654], [3.33986, 1.46500, -0.84696], [-5.81523, 3.09528, 1.57923], [-1.68893, 5.24151, 2.30853], [7.70847, 5.66177, -3.26914], [-1.94054, 4.31867, -1.07505], [0.41222, 5.14828, 1.23641], [-1.22830, 3.37910, 3.25438], [-2.97410, 3.31472, -0.02316], [2.41774, -5.19691, -0.74123], [0.21976, -3.99684, -2.88588], [3.42642, -4.56171, 1.01529], [0.62363, -2.44860, -6.21657], [-6.02367, 2.06341, 1.86994], [-7.33548, -2.20811, 1.62451], [-8.40278, -2.33018, 1.47876], [-7.33226, -0.18945, 0.94505], [6.60402, 3.83712, -2.95725], [-2.18554, -3.54414, 1.31521], [-6.03683, 2.01252, 2.95931], [-1.48681, -2.02579, -1.84692], [-4.31027, 0.65122, -1.34316], [-4.60966, -3.92940, 2.61117], [2.48479, -1.74946, 3.24935], [0.90868, 1.98610, 1.00518], [1.28722, 3.19467, 1.00544], [5.01798, 3.56483, -1.15097], [-3.16237, -3.22410, -4.30973], [-3.07897, -3.07390, 4.19445], [4.59607, 1.70914, 1.14255], [-5.08636, 2.19299, -0.95973], [-1.42147, 1.99532, 3.10250], [-2.61953, -4.34365, 1.91680], [-6.56984, -3.25900, 2.10958], [-1.84258, 1.11951, -0.53222], [-4.57008, -1.88897, 1.95177], [7.49193, 4.69024, -4.72842], [2.42152, 0.34927, -3.47730], [3.45546, -1.82540, 4.21128], [5.23214, 1.84768, -2.83550], [0.20652, 4.24217, 0.65285], [-0.16138, 3.61828, 3.37061], [2.45908, -4.45729, 0.05473], [-7.03452, -4.20784, 2.35225], [5.05979, 0.19524, 0.24837], [-2.86111, 3.94040, 1.99549], [0.38071, 4.48763, -0.39999], [2.44060, 3.61432, 1.19766], [4.65765, 2.32920, -1.67431], [3.43383, -1.14994, 5.05707], [-6.04653, 0.69715, -0.90226], [6.28356, 5.27463, -1.39557], [-1.16191, 3.82336, 0.82932], [-1.60567, -2.66300, -3.01421], [-6.72412, -1.00102, 1.32643], [5.99842, 4.30736, -1.79327], [-0.35591, -3.29041, -3.68578], [-5.20269, -3.09384, 2.25933], [4.16148, -5.36001, 0.98662], [4.47627, -2.79437, 4.10929], [-2.86584, -1.06391, -0.60232], [0.46101, -0.07914, -0.55529], [-2.71360, -1.65724, -1.48877], [0.57218, -2.12419, -4.13896], [6.20440, 2.60587, -3.47088], [-1.73661, 3.68488, 4.17302], [7.67216, 4.64225, -3.65326], [5.24859, -2.83782, 4.86912], [-2.89439, -2.73372, -3.38857], [4.25156, 0.85057, 0.56882], [4.90337, 0.89214, -3.22864], [0.97570, -1.85088, -5.39254], [-1.41200, 2.21623, -0.99842], [2.96521, 0.25775, -1.65497], [-4.72886, -1.94448, -2.41655], [1.88364, -0.43899, -3.98029], [0.94126, -0.34804, 3.49972], [8.65764, 4.19389, -3.50610], [5.23420, -4.44951, 2.99351], [0.83626, -3.33621, -0.78752], [1.83030, -0.76510, -5.34533], [6.65402, 2.23706, -4.38648], [4.47096, -3.68056, 3.06928], [-5.35168, -0.81315, 1.50005], [2.32937, -0.27966, -6.16803], [-1.08256, 1.77994, 2.21435], [4.50593, 3.94112, -0.26823], [-2.55271, -1.40689, 4.55998]],
  "mulliken_charge": [1.00, -1.19, 0.37, -0.10, -0.04, 0.33, 0.94, -0.58, -0.66, -0.52, 0.33, -0.22, -1.11, 0.35, -0.48, -0.93, 0.45, 1.17, -1.11, 0.84, 0.37, 0.35, 0.34, 0.27, 0.32, -0.49, 0.11, 0.40, -0.22, -1.01, 0.40, -1.47, -0.79, 0.36, 0.17, 1.12, -1.00, 0.37, 0.49, 0.04, 0.20, 0.31, 0.26, 0.31, -0.67, 0.42, 0.40, 0.43, 0.43, -0.44, 0.47, -0.76, -0.10, -0.02, 0.35, 0.66, -0.61, -0.43, -1.53, 0.23, -0.75, 0.38, 0.45, 0.19, 0.34, -0.84, -0.41, 0.39, 0.53, 0.29, 0.73, 0.08, -0.50, -0.77, -0.05, -0.54, 0.28, -0.54, 0.98, 1.45, -0.94, 0.03, -0.67, 0.48, -1.46, 0.36, -0.73, -0.51, 0.47, -0.25, 0.55, -0.71, 0.51, -0.52, 0.29, 0.29, 0.31, 0.34, -1.26, 0.35, -0.84, 0.12, 0.38, 0.05, 0.50, 0.27]
}

Entry 4:
{
  "formula": "C22H39Br4NO14",
  "method": "ωB97M-V/def2-TZVPD",
  "homo_ev": -8.53,
  "orbital_gap_ev": 8.39,
  "multiplicity": 1,
  "smiles": "COCCNCCOC.O=C1OCCO1.O=C1OCCO1.O=C1OCCO1.O=C1OCCO1.BrCCBr.BrCCBr",
  "total_energy_ev": -333769.4906,
  "molar_mass_g_mol": 861.16,
  "symbols": ["C", "Br", "O", "H", "H", "C", "H", "C", "O", "H", "O", "O", "O", "C", "H", "H", "H", "H", "C", "C", "H", "H", "H", "C", "Br", "O", "C", "C", "O", "C", "H", "O", "N", "C", "O", "H", "C", "H", "H", "H", "H", "C", "H", "O", "O", "O", "H", "H", "H", "C", "Br", "C", "H", "H", "O", "H", "H", "H", "H", "C", "C", "H", "H", "C", "H", "H", "H", "H", "Br", "H", "O", "H", "C", "H", "C", "H", "H", "H", "C", "C"],
  "coordinates": [[1.82747, -2.99438, 1.12989], [2.91964, -1.99419, -4.64469], [-6.08806, 2.63563, 1.57811], [-1.47641, -2.31707, 2.37467], [0.61638, -0.67828, 0.94441], [1.10250, -0.91415, 1.90173], [3.16687, -0.16428, 1.56231], [-1.46603, -1.10013, -0.96001], [1.38089, -2.25739, 2.21523], [-2.24951, -1.37412, -3.80335], [-7.97133, 2.70277, 0.34728], [2.37002, 2.74930, 5.48224], [-1.80875, -1.14980, 0.17725], [-2.37785, -2.81167, 2.75630], [3.50537, 2.15392, 2.99060], [-0.87469, -2.52767, -3.58993], [-5.30448, 1.10940, 2.77569], [-2.51036, -3.58318, 1.99967], [4.46303, 1.21935, -3.64130], [-2.60669, 3.37265, -1.67519], [4.48918, 0.88244, 3.53708], [4.71949, -3.25535, -5.84152], [-4.49591, 3.65825, -2.83803], [2.24206, 0.07248, 2.08534], [3.45596, -5.14533, -7.96516], [3.41868, 1.88091, -4.41061], [-3.75748, 2.92465, -2.53814], [-1.91547, -3.24739, 4.18003], [-1.90384, -1.95716, -1.89301], [-5.09428, 1.61868, 1.84493], [4.40311, 2.25441, 5.54455], [-0.55096, -0.25959, -1.48892], [2.42657, 0.42939, 3.48497], [-3.79431, -1.95759, 4.32150], [-3.38078, -1.86578, 3.04161], [-0.33796, 0.25809, -3.49752], [3.72008, -2.98734, -6.15832], [2.02884, -4.03249, 1.38963], [1.82299, -3.92901, -6.44451], [-4.28827, 2.10530, -2.05700], [3.50483, -0.25000, -2.35382], [-6.93625, 2.21327, 0.62654], [2.48146, 4.05518, 3.88508], [-2.97116, -2.73882, 5.02801], [-4.69374, -1.35273, 4.75528], [1.27082, 2.37652, -4.14293], [3.24283, 1.03947, 5.76340], [3.24626, 4.62752, 5.49319], [5.17100, 2.03493, -3.52933], [3.44675, 1.91510, 5.12793], [-3.22032, 4.06935, 0.02657], [-1.38912, -1.65030, -3.20310], [1.10200, -2.99992, 0.30265], [3.63159, -2.36014, -7.03703], [-6.39123, 1.16444, -0.03790], [1.84472, 1.01810, 1.65960], [0.25835, -0.65856, 2.55788], [0.70445, -1.00361, -2.96728], [1.59867, 0.63852, 4.01572], [2.86775, -4.22204, -6.36963], [2.45010, 4.08292, 4.97695], [2.75386, -2.66324, 0.63448], [-0.95716, -2.85576, 4.49999], [3.68333, 0.82500, -2.37777], [-4.15909, 2.16971, 1.92227], [4.80311, 0.39980, -4.26189], [1.50847, 4.55887, 5.25722], [-1.94430, 2.53171, -1.49230], [-3.00103, 2.09824, -4.15921], [-2.03262, 4.13720, -2.19286], [2.44096, 1.50128, -2.47308], [2.92447, -4.90238, -5.52377], [-0.30642, -0.61363, -2.83964], [-5.20901, -0.31521, 0.92541], [3.51197, 1.33050, 3.73851], [-2.01085, -4.32923, 4.26818], [-4.35328, 0.80853, -0.10218], [4.20981, 1.11038, -1.47058], [2.28546, 1.96133, -3.73901], [-5.19315, 0.72340, 0.59060]],
  "mulliken_charge": [-0.65, -0.08, -0.36, -0.47, -0.32, 0.51, 0.28, 0.56, -0.34, 0.26, -0.52, -0.33, -0.59, 0.51, 0.24, 0.26, 0.22, 0.30, -0.25, -0.19, 0.28, 0.39, 0.45, -0.90, -0.14, -0.35, -0.46, -0.29, -0.39, -0.28, 0.47, -0.24, -0.25, 0.60, -0.21, 0.15, -0.60, 0.30, 0.37, 0.11, 0.06, 0.68, 0.27, -0.38, -0.50, -0.50, 0.31, 0.27, 0.28, -0.81, -0.14, -0.19, 0.20, 0.42, -0.39, 0.44, 0.24, -0.29, 0.28, -0.66, -0.64, 0.24, 0.22, -0.03, 0.16, 0.16, 0.24, -0.02, -0.17, 0.42, -0.26, 0.37, 0.31, 0.21, -0.32, 0.29, -0.37, 0.27, 0.66, 0.64]
}

Entry 5:
{
  "formula": "C29H39IrO5",
  "method": "ωB97M-V/def2-TZVPD",
  "charge": -1,
  "homo_ev": [0.34, -5.08],
  "orbital_gap_ev": [1.57, 5.30],
  "multiplicity": 6,
  "relative_energy_kj_mol": 63.1,
  "total_energy_ev": -43770.8967,
  "molar_mass_g_mol": 659.84,
  "symbols": ["C", "C", "H", "H", "C", "H", "H", "O", "H", "O", "H", "H", "H", "C", "C", "H", "C", "O", "C", "H", "H", "H", "H", "C", "C", "C", "C", "C", "C", "H", "C", "C", "C", "H", "H", "Ir", "C", "C", "C", "H", "H", "O", "H", "H", "H", "H", "H", "C", "H", "C", "H", "C", "H", "C", "C", "C", "H", "H", "C", "H", "C", "C", "H", "H", "C", "H", "H", "H", "H", "H", "O", "H", "H", "H"],
  "coordinates": [[0.20308, -0.22776, -7.66028], [-1.60283, -1.53432, 1.38422], [-0.90594, -1.93572, 4.93321], [0.67375, 3.06916, -3.88948], [-1.85170, -0.94124, -0.82648], [-0.47171, -1.89898, -6.36986], [2.12068, 0.22786, 5.02050], [-1.19914, -1.96432, -8.57268], [0.87427, -1.91602, 4.92520], [1.66637, -0.57254, -9.51383], [-1.31007, 4.41998, -4.63935], [-1.43823, -2.03443, 2.33931], [1.28278, 1.78884, 5.04482], [-0.02046, 0.08713, 4.95599], [-2.09571, -0.18383, 1.32520], [-1.00790, -2.94148, -0.29692], [1.91457, -0.19119, 1.47364], [2.42319, -1.17899, -7.48232], [0.08674, 1.30948, -7.49045], [1.61784, -1.98398, -1.46446], [-0.60919, -0.08037, -3.74256], [-2.32465, 0.38513, 2.23621], [-0.29716, -3.81996, -8.53966], [2.98885, -0.91417, -9.97366], [0.61883, 2.55467, -4.85546], [-0.85693, 2.38907, -5.24832], [-1.05827, 1.46312, -6.48845], [-0.17945, -0.84228, -6.27906], [1.78984, -1.25089, -0.67874], [-1.91301, -1.01036, -1.91435], [1.67605, -1.47106, 0.72831], [-1.38982, -1.96710, 0.02298], [1.52836, -0.70751, -8.18700], [-1.40869, 0.78772, 6.55726], [-2.18283, 0.23668, 5.04707], [-0.06998, -0.27492, 0.55645], [0.57488, 0.28331, 2.32232], [-0.01935, -1.40899, 5.33261], [2.05412, 0.11224, -0.89353], [-2.26941, -0.35953, -6.21037], [-1.43855, -3.50964, -9.89211], [-1.07619, -0.00601, -9.73062], [-1.33435, 1.79946, 5.08803], [2.27107, 0.57872, -1.84600], [0.20965, -2.79335, -9.91516], [-2.55740, 3.66463, -5.67201], [0.69782, -0.72077, -5.63548], [1.25781, 0.76619, 5.45761], [1.03423, 1.66215, -7.07954], [-1.47810, 3.76021, -5.49889], [1.15214, 3.16989, -5.58824], [-0.77460, -0.69028, -8.76301], [-1.00811, 4.20967, -6.38578], [-1.31919, 0.04851, -5.82876], [2.05687, 0.78402, 0.34204], [-1.46650, 0.32415, -4.32349], [3.12688, -2.00028, -9.89116], [-1.97261, 1.77100, -7.01927], [0.13528, 0.34508, 3.52560], [1.12905, 1.58820, -4.76266], [-2.19498, 0.18260, -0.05970], [-1.30445, 0.76431, 5.45923], [-0.01154, -1.55576, 6.43024], [-2.62898, 1.09171, -0.48535], [-0.62866, -3.10170, -9.28876], [-0.12147, 1.76555, -8.46598], [1.37276, 0.80656, 6.54978], [-2.39710, -0.11492, -3.92802], [2.48728, -0.26894, 2.40222], [1.68803, -2.43297, 1.23948], [-1.54418, 1.75479, -4.12926], [3.72738, -0.39835, -9.34459], [3.03081, -0.58504, -11.01361], [2.24682, 1.83298, 0.52524]],
  "lowdin_spin": [0.06, 0.07, 0.00, 0.00, 0.13, 0.00, 0.01, 0.06, 0.00, 0.06, 0.00, 0.01, 0.00, 0.07, 0.06, 0.01, 0.21, 0.10, 0.02, 0.01, 0.00, 0.01, 0.01, 0.00, 0.00, 0.00, 0.01, 0.01, 0.28, 0.01, 0.25, 0.12, 0.11, 0.00, 0.00, 1.28, 0.21, 0.01, 0.23, 0.01, 0.01, 0.20, 0.00, 0.01, 0.01, 0.00, 0.00, 0.04, 0.00, 0.00, 0.00, 0.25, 0.00, 0.01, 0.22, 0.00, 0.00, 0.00, 0.51, 0.00, 0.09, 0.03, 0.00, 0.01, 0.05, 0.00, 0.01, 0.00, 0.08, 0.01, 0.00, 0.00, 0.00, 0.01]
}

Question: Number 2 is which compound?
Answer: C3H10BrNSi